C28H33F8MgN6O18S as an isolated structure in a non-equilibrium geometry. Source: OMol25; level of theory: wB97M-V/def2-TZVPD.

Geometry (Å):
Mg 0.819 3.456 -1.122
H -2.482 -0.203 2.524
H -3.374 2.185 0.573
C 4.054 -0.306 -0.101
O -0.882 1.025 1.184
S 0.175 0.527 0.283
H 0.632 6.642 2.542
H 3.753 0.650 -0.530
H -3.595 -2.082 -2.029
N 2.903 3.181 -1.704
O -1.150 -1.037 -6.544
O 2.696 -3.942 0.999
H -0.073 -2.858 -4.351
H -1.095 -0.344 -4.505
C 1.399 5.224 1.481
H 2.131 6.064 3.287
C -0.342 -4.684 -0.440
C -0.549 2.709 3.896
O 0.867 1.668 -0.381
F -1.287 2.287 4.895
C 0.437 2.466 -5.584
H 2.210 7.105 1.798
O 1.040 -0.558 6.214
F -2.071 -2.654 -4.271
H 0.396 0.784 3.852
H 1.433 2.361 -6.014
O 1.099 -0.396 0.957
H 3.384 -1.118 -0.386
O 1.845 -4.424 -1.032
H -1.215 2.911 3.058
O 0.466 -4.198 0.625
C 5.031 3.283 -3.315
F 0.828 -4.243 4.053
O 0.351 -2.113 4.682
O 2.463 -1.798 5.069
H 0.925 1.856 2.591
H 3.213 -3.367 4.106
H 5.752 2.544 -2.967
C 1.802 -4.148 0.240
C -2.641 -1.198 2.938
C -0.912 -2.529 -4.964
H 2.846 -1.927 3.165
H -0.691 -5.705 -0.290
C 0.451 2.563 -4.157
C -0.725 -0.331 -1.149
C -3.576 2.854 -0.263
C 1.228 3.661 4.755
H -5.350 -2.565 -2.080
O 1.797 4.450 5.546
C -2.884 -3.356 2.241
H 0.661 -5.405 -2.354
H 0.806 -2.744 2.712
F 0.360 -3.404 -2.195
C 0.534 -4.597 -1.633
N 1.270 4.322 0.759
N 0.437 2.660 -3.018
H -3.792 2.283 -1.166
C 1.251 -1.422 5.373
H -1.169 -4.006 -0.652
C -0.680 -1.036 -5.238
H -4.497 -3.041 -0.725
H 5.033 -0.581 -0.493
F 0.098 -0.599 -2.155
O -0.892 -3.120 -6.253
C 1.659 6.338 2.343
N -5.083 -0.114 -0.102
C 2.481 -2.573 3.963
O -2.763 -4.424 1.597
C 3.830 3.259 -2.418
F -2.131 -1.171 4.161
C -4.134 -1.572 2.932
O 1.544 2.409 4.554
H -4.206 3.706 -0.007
N 4.143 -0.062 2.552
H -4.770 -1.376 3.796
O 0.075 3.936 4.201
H 4.717 2.955 -4.306
H 5.419 4.298 -3.225
H 0.344 -0.667 -5.178
N -1.186 3.825 -0.680
C -4.861 -1.078 -0.692
F -1.686 0.428 -1.662
C 1.040 -2.908 3.764
H 0.012 3.317 -6.116
O -4.110 -2.950 2.710
O -1.720 -2.470 -8.263
C 4.101 -0.200 1.383
F -1.307 -1.464 -0.670
C -2.250 3.376 -0.503
C -1.237 -2.263 -7.122
O -2.103 -2.305 2.200
C -4.513 -2.239 -1.462
H -4.666 -1.165 2.073
H -0.250 1.650 -5.809
C 0.661 1.821 3.648

Results
LUMO (eV): -3.337
Frontier orbital gap (Ha): 0.3102
HOMO energy (eV): -11.8
Net charge: +1